36
Properties=species:S:1:pos:R:3 method="wB97M-V/def2-TZVPD" molar_mass_g_mol=362.24 max_force_ha_per_bohr=0.022 energy_ev=-104297.88084 de_lowest_kcal_mol=3.6 smiles="O=S(=O)(c1ccc(Br)cc1)N1CCC2(CC1)OCCO2" multiplicity=1 homo_lumo_gap_ev=9.814 homo_energy_ev=-9.389 charge=0
O 0.5504 2.1716 2.0788
S -0.0111 1.7178 0.8427
O 0.4910 2.2758 -0.3823
C -1.7854 1.9805 0.8876
C -2.4828 1.5460 1.9991
C -3.8522 1.7324 2.0617
C -4.4931 2.3544 0.9998
Br -6.3712 2.6079 1.0765
C -3.7975 2.7949 -0.1152
C -2.4267 2.6035 -0.1657
N 0.0114 0.0401 0.8591
C 1.1355 -0.5666 1.5398
C 2.3938 -0.5672 0.6746
C 2.1106 -1.2674 -0.6558
C 0.9227 -0.5805 -1.3559
C -0.2863 -0.5628 -0.4204
O 3.2704 -1.2401 -1.4576
C 3.2544 -2.3903 -2.2719
C 2.3239 -3.3724 -1.5292
O 1.8392 -2.6401 -0.4251
H -1.9425 1.0742 2.8034
H -4.4179 1.4035 2.9198
H -4.3188 3.2800 -0.9260
H -1.8421 2.9362 -1.0090
H 1.2998 0.0086 2.4510
H 0.8596 -1.5944 1.7920
H 2.7031 0.4560 0.4607
H 3.2047 -1.0884 1.1827
H 1.2139 0.4406 -1.6016
H 0.6710 -1.1131 -2.2743
H -1.1050 0.0057 -0.8667
H -0.6216 -1.5878 -0.2317
H 4.2795 -2.7547 -2.3565
H 2.8707 -2.1531 -3.2721
H 1.4947 -3.7036 -2.1662
H 2.8540 -4.2474 -1.1461

---

10
Properties=species:S:1:pos:R:3 method="wB97M-V/def2-TZVPD" molar_mass_g_mol=125.58 max_force_ha_per_bohr=0.061 energy_ev=-29031.56543 de_lowest_kcal_mol=56.6 multiplicity=1 homo_lumo_gap_ev=9.559 homo_energy_ev=-9.959 charge=0
C 1.8101 0.2008 0.2291
C 1.1714 -0.8706 -0.1753
N -2.0061 0.8846 -0.8522
O -2.3925 1.0512 1.5682
S -2.4386 0.1658 0.4315
Cl -0.0383 -1.5672 0.7048
H 1.8898 0.7178 1.1736
H 2.5535 0.4603 -0.4170
H 1.1397 -1.3345 -1.1010
H -1.6889 0.2917 -1.5618

---

122
Properties=species:S:1:pos:R:3 method="wB97M-V/def2-TZVPD" molar_mass_g_mol=1155.80 max_force_ha_per_bohr=0.035 energy_ev=-193248.90981 multiplicity=1 homo_lumo_gap_ev=7.898 homo_energy_ev=-7.693 charge=0
Sr -0.9261 0.3491 -0.0061
C -3.5729 2.5454 4.5212
C -3.2193 2.6051 3.0769
C -3.7305 3.4506 2.1024
C -3.0553 3.0862 0.9143
N -2.2062 2.1001 1.1781
N -2.3073 1.7915 2.4886
B -1.3654 0.7754 3.2208
N -1.6954 -0.7356 2.9071
N -1.6779 -1.2732 1.6735
C -1.9590 -2.5724 1.7717
C -2.1498 -2.8906 3.1349
C -2.0004 -1.6902 3.8140
C -2.1344 -1.4376 5.2810
C -2.0098 -3.4445 0.5856
C -1.4990 -3.0727 -0.6560
C -1.4991 -3.9617 -1.7162
C -2.0695 -5.2205 -1.5578
C -2.5912 -5.5804 -0.3337
C -2.5537 -4.7071 0.7328
N 0.1438 1.1384 2.8849
N 0.6377 1.4198 1.6629
C 1.8880 1.8542 1.8148
C 2.2180 1.8715 3.1797
C 1.0826 1.4157 3.8296
C 0.8705 1.2501 5.2887
C 2.7110 2.2923 0.6738
C 2.2532 2.3393 -0.6436
C 3.1135 2.7408 -1.6500
C 4.4065 3.1592 -1.3627
C 4.8457 3.1372 -0.0511
C 4.0140 2.6839 0.9474
C -3.2097 3.5994 -0.4644
C -2.2535 3.4048 -1.4590
C -2.4934 3.8171 -2.7664
C -3.6618 4.4959 -3.0738
C -4.5928 4.7314 -2.0770
C -4.3802 4.2634 -0.7963
H -4.3616 3.2736 4.7254
H -2.7168 2.8070 5.1391
H -3.9324 1.5523 4.8239
H -4.4838 4.2247 2.2364
H -1.5219 0.9269 4.3835
H -2.3436 -3.8567 3.5717
H -2.4073 -2.3538 5.7920
H -2.8936 -0.6776 5.4626
H -1.1881 -1.0703 5.6783
H -1.0749 -2.0997 -0.8341
H -1.0571 -3.6563 -2.6545
H -2.0787 -5.9078 -2.4008
H -3.0456 -6.5481 -0.1959
H -2.9604 -5.0271 1.6887
H 3.1558 2.1751 3.6319
H 1.8005 1.4946 5.8085
H 0.5932 0.2301 5.5512
H 0.0685 1.9128 5.6122
H 1.2480 2.0545 -0.8848
H 2.8050 2.7203 -2.6791
H 5.0672 3.4725 -2.1595
H 5.8389 3.4687 0.1891
H 4.4087 2.6376 1.9542
H -1.3063 2.9450 -1.2176
H -1.7834 3.5785 -3.5460
H -3.8666 4.8377 -4.0833
H -5.4951 5.2717 -2.3297
H -5.1475 4.4153 -0.0475
O 1.2157 -1.8058 2.3623
H 0.9853 -0.9644 2.7742
H 0.4376 -2.3595 2.5011
Br -3.9751 -2.0276 -2.8101
Cl -0.2506 4.2505 -5.7977
C 0.9979 3.9411 -4.5976
Cl 2.5024 3.4954 -5.4048
Cl 1.2259 5.3393 -3.5559
C 0.6066 2.8157 -3.7572
N 0.3172 1.9734 -3.0427
C 5.2332 -1.9021 -2.2357
C 5.3622 -0.9709 -1.0310
C 3.9923 -0.5560 -0.4897
N 3.2081 -1.6907 -0.0247
C 2.1296 -2.1879 -0.6315
S 1.3838 -1.4350 -1.9670
N 1.5703 -3.3412 -0.1055
C 1.8874 -4.1402 0.9879
O 1.0296 -4.7899 1.5312
C 3.3239 -4.2257 1.3477
C 4.2754 -4.5599 0.3784
C 5.6130 -4.6380 0.7311
C 6.0021 -4.3175 2.0231
C 5.0643 -3.9521 2.9793
C 3.7114 -3.9261 2.6508
H 6.2084 -2.1716 -2.6540
H 4.6207 -1.4437 -3.0157
H 4.7376 -2.8264 -1.9343
H 5.9051 -0.0752 -1.3326
H 5.9283 -1.4777 -0.2532
H 3.4035 -0.0512 -1.2479
H 4.1528 0.1228 0.3482
H 3.4216 -2.0383 0.8984
H 0.6508 -3.5354 -0.4780
H 3.9787 -4.7350 -0.6484
H 6.3642 -4.8998 -0.0011
H 7.0536 -4.3161 2.2874
H 5.3860 -3.6741 3.9770
H 2.9552 -3.6386 3.3713
C -4.7160 0.5095 -1.5396
C -3.5111 0.0285 -2.3540
O -2.4179 -0.0320 -1.6547
C -3.2146 0.5737 -3.6996
C -4.1964 1.1691 -4.4491
C -3.9295 1.5838 -5.7296
C -2.6523 1.4493 -6.2448
C -1.6410 0.8720 -5.4872
C -1.9167 0.4288 -4.2015
H -4.6467 -0.0344 -0.5938
H -5.7053 0.3528 -1.9864
H -4.5679 1.5758 -1.3488
H -5.2017 1.2737 -4.0359
H -4.7273 1.9953 -6.3373
H -2.4469 1.7628 -7.2577
H -0.6464 0.7518 -5.8934
H -1.1706 -0.0583 -3.6060

---

20
Properties=species:S:1:pos:R:3 method="wB97M-V/def2-TZVPD" molar_mass_g_mol=86.18 max_force_ha_per_bohr=0.005 energy_ev=-6449.32106 de_lowest_kcal_mol=2.0 smiles=CCC(C)CC multiplicity=1 homo_lumo_gap_ev=12.155 homo_energy_ev=-10.931 charge=0
C 2.5717 0.0089 -0.2034
C 1.2348 -0.7309 -0.2805
C 0.0167 0.0141 0.2877
C -0.0348 1.4733 -0.1502
C -1.2486 -0.7331 -0.1505
C -2.5359 -0.3449 0.5687
H 2.8285 0.2990 0.8222
H 3.3850 -0.6153 -0.5855
H 2.5702 0.9204 -0.8113
H 1.0305 -0.9847 -1.3316
H 1.2942 -1.6832 0.2636
H 0.0986 -0.0208 1.3839
H -0.9200 1.9852 0.2440
H 0.8485 2.0180 0.1954
H -0.0625 1.5224 -1.2461
H -1.0828 -1.8119 -0.0306
H -1.3740 -0.5637 -1.2303
H -2.7979 0.7054 0.4001
H -3.3688 -0.9554 0.2042
H -2.4532 -0.5028 1.6501